45
Properties=species:S:1:pos:R:3 method="wB97M-V/def2-TZVPD" orbital_gap_ev=7.73 multiplicity=1 charge=-1 total_energy_ev=-52019.023
N -1.14922 2.42066 3.55891
C -0.21295 1.81164 2.60171
C 1.18858 2.26193 3.01214
C 1.48151 3.73509 3.08135
O 2.42352 4.22738 3.60890
F 0.60260 4.53412 2.42635
C -0.68316 2.26491 1.19693
C 0.36133 2.39067 0.13538
O 1.40040 1.84023 0.04605
Cl -0.12795 3.50288 -1.22550
C -0.24124 0.22437 2.67839
O -0.76238 -0.24757 3.70215
O 0.26583 -0.37230 1.69620
H -2.06600 2.01628 3.40268
H -0.86821 2.11412 4.48468
H 1.34487 1.90555 4.03829
H 1.96628 1.79821 2.40310
H -1.26054 3.18777 1.22689
H -1.35071 1.48173 0.82199
C 1.35005 -0.84808 -1.35418
C 1.92573 -1.81807 -2.34598
C 3.42282 -1.74132 -2.54590
O 3.57861 -2.21871 -3.89311
C 2.42494 -1.96133 -4.55541
O 2.28536 -2.08172 -5.73205
O 1.46809 -1.55725 -3.69735
H 0.26432 -0.83542 -1.41651
H 1.61787 -1.11882 -0.33216
H 1.69945 0.16486 -1.54302
H 1.62896 -2.84513 -2.10594
H 3.99330 -2.36557 -1.86391
H 3.78380 -0.71209 -2.49676
C -1.62004 -2.74920 0.28108
C -2.65486 -1.79946 -0.26053
C -2.94869 -1.87802 -1.74768
O -3.36501 -0.53580 -2.04995
C -2.77353 0.28224 -1.14146
O -2.74787 1.46985 -1.17399
O -2.20112 -0.44264 -0.16098
H -1.33982 -2.45449 1.29314
H -2.01638 -3.76608 0.29846
H -0.71943 -2.73058 -0.33172
H -3.58219 -1.87643 0.31598
H -3.73795 -2.57832 -2.00880
H -2.04895 -2.10010 -2.32788